{
  "formula": "C40H120O20",
  "method": "wB97M-V/def2-TZVPD",
  "species": ["C", "C", "O", "H", "H", "H", "H", "H", "H", "C", "C", "O", "H", "H", "H", "H", "H", "H", "C", "C", "O", "H", "H", "H", "H", "H", "H", "C", "C", "O", "H", "H", "H", "H", "H", "H", "C", "C", "O", "H", "H", "H", "H", "H", "H", "C", "C", "O", "H", "H", "H", "H", "H", "H", "C", "C", "O", "H", "H", "H", "H", "H", "H", "C", "C", "O", "H", "H", "H", "H", "H", "H", "C", "C", "O", "H", "H", "H", "H", "H", "H", "C", "C", "O", "H", "H", "H", "H", "H", "H", "C", "C", "O", "H", "H", "H", "H", "H", "H", "C", "C", "O", "H", "H", "H", "H", "H", "H", "C", "C", "O", "H", "H", "H", "H", "H", "H", "C", "C", "O", "H", "H", "H", "H", "H", "H", "C", "C", "O", "H", "H", "H", "H", "H", "H", "C", "C", "O", "H", "H", "H", "H", "H", "H", "C", "C", "O", "H", "H", "H", "H", "H", "H", "C", "C", "O", "H", "H", "H", "H", "H", "H", "C", "C", "O", "H", "H", "H", "H", "H", "H", "C", "C", "O", "H", "H", "H", "H", "H", "H"],
  "coordinates": [[1.0923, -0.8847, 4.0212], [1.3446, 0.6035, 4.0620], [1.8684, 1.0860, 2.8122], [0.5246, -1.3264, 4.8402], [2.0405, -1.4222, 4.0119], [0.5076, -1.2307, 3.1689], [2.0816, 0.7747, 4.8466], [0.4685, 1.1895, 4.3399], [2.4988, 1.7590, 3.0791], [-1.0028, 3.5251, 2.6105], [-0.5644, 4.1640, 1.3067], [-1.7440, 4.4828, 0.5489], [-1.5003, 4.2582, 3.2454], [-0.0995, 3.2739, 3.1664], [-1.5607, 2.6041, 2.4418], [0.1289, 3.6236, 0.6621], [-0.0312, 5.1097, 1.4039], [-2.1658, 5.1999, 1.0279], [3.6925, 3.6605, 1.4120], [4.6728, 2.8057, 2.2357], [4.1511, 2.5679, 3.5543], [4.1585, 3.7519, 0.4308], [3.5267, 4.6636, 1.8051], [2.6856, 3.2463, 1.3608], [5.6323, 3.3223, 2.2613], [4.8616, 1.8321, 1.7836], [4.9094, 2.6827, 4.1317], [3.7316, -4.3029, -3.3311], [2.9661, -3.3035, -4.2000], [1.8120, -2.8477, -3.5288], [4.5839, -4.7875, -3.8074], [3.0442, -5.0989, -3.0447], [4.1260, -3.9475, -2.3792], [2.7757, -3.8074, -5.1476], [3.4778, -2.3790, -4.4674], [2.1437, -2.3025, -2.8116], [-0.4693, -0.7570, -0.9295], [0.1443, 0.0917, 0.1528], [1.4041, -0.3483, 0.5302], [-0.6364, -1.7964, -0.6468], [0.0870, -0.8201, -1.8648], [-1.4627, -0.3466, -1.1103], [-0.4952, 0.1071, 1.0354], [0.1326, 1.1377, -0.1534], [1.6779, 0.0916, 1.3384], [0.7882, 0.0937, -5.3873], [0.6348, 1.5879, -5.2836], [-0.7438, 1.9727, -5.2838], [0.3416, -0.3880, -6.2571], [0.2939, -0.3816, -4.5400], [1.8409, -0.1887, -5.3964], [1.1633, 2.0792, -6.1006], [1.2449, 1.8587, -4.4219], [-0.7122, 2.9320, -5.2995], [-1.9875, -6.3515, -0.5860], [-2.4095, -4.9230, -0.9783], [-3.8101, -4.9522, -1.1217], [-2.4577, -6.6042, 0.3643], [-0.9203, -6.5468, -0.4814], [-2.2920, -7.0910, -1.3266], [-1.8857, -4.5423, -1.8552], [-2.2633, -4.2472, -0.1357], [-4.1218, -4.0643, -1.3114], [4.1655, -0.2244, 6.5686], [4.3611, 0.7178, 7.7672], [3.2483, 1.4906, 7.9865], [4.9648, -0.9629, 6.5070], [4.1772, 0.3370, 5.6344], [3.2564, -0.8120, 6.6961], [5.2638, 1.2583, 7.4822], [4.6562, 0.1409, 8.6437], [2.6099, 0.8597, 8.3271], [1.4722, 4.2156, 5.4977], [1.6432, 5.7012, 5.8587], [1.4305, 5.8907, 7.2609], [2.1285, 3.6035, 6.1163], [1.7789, 3.9746, 4.4799], [0.4450, 3.9249, 5.7176], [0.9943, 6.3883, 5.3157], [2.6076, 6.0692, 5.5084], [1.9961, 5.2519, 7.7008], [-3.4546, 1.8302, -3.2738], [-2.4541, 2.7354, -2.5305], [-2.9392, 2.7850, -1.2045], [-3.3891, 0.7873, -2.9639], [-3.1994, 1.7879, -4.3327], [-4.4644, 2.2391, -3.2397], [-2.3032, 3.7327, -2.9439], [-1.4595, 2.2900, -2.5079], [-2.4530, 3.3917, -0.6414], [1.0958, -3.9309, 0.9331], [1.2845, -4.4924, -0.5020], [1.4076, -5.8665, -0.4095], [2.0449, -3.9839, 1.4666], [0.3447, -4.4446, 1.5331], [0.6659, -2.9296, 0.9077], [2.2006, -4.0537, -0.8975], [0.4438, -4.2204, -1.1403], [1.0408, -6.1470, -1.2511], [-2.1817, -2.4985, 2.6272], [-3.3122, -2.3121, 3.6164], [-2.8260, -1.5523, 4.6979], [-1.8505, -1.5819, 2.1393], [-2.5222, -3.2069, 1.8720], [-1.3349, -2.9123, 3.1747], [-3.7330, -3.2211, 4.0462], [-4.2077, -1.8067, 3.2545], [-2.1666, -2.0277, 5.2085], [-1.9855, -2.9361, -5.6177], [-1.3811, -3.5984, -4.3731], [-0.1907, -4.3766, -4.7170], [-1.8755, -3.6422, -6.4407], [-1.4631, -2.0197, -5.8925], [-3.0381, -2.6656, -5.5343], [-2.0664, -4.3450, -3.9718], [-1.1776, -2.8293, -3.6280], [0.5210, -3.8421, -4.3574], [1.3867, 3.9326, -2.3598], [1.9332, 4.7106, -3.5111], [3.3458, 4.7912, -3.3863], [1.7752, 4.2266, -1.3847], [1.6366, 2.8729, -2.4125], [0.3086, 4.0678, -2.2737], [1.5261, 5.7205, -3.4619], [1.6428, 4.2576, -4.4591], [3.4725, 5.2440, -2.5493], [3.7988, 1.1019, -1.5990], [3.2710, -0.1494, -2.3255], [3.1067, -1.2053, -1.3854], [4.7052, 0.9643, -1.0095], [3.0212, 1.4590, -0.9238], [4.0120, 1.9126, -2.2957], [3.9141, -0.4621, -3.1481], [2.2994, 0.1295, -2.7333], [2.4131, -1.0055, -0.7525], [-5.5004, 0.5210, 1.1091], [-4.1561, 0.1079, 0.5237], [-4.2828, -0.0159, -0.8253], [-6.3571, -0.0804, 0.8048], [-5.6997, 1.5537, 0.8228], [-5.5308, 0.4638, 2.1972], [-3.7914, -0.8493, 0.8964], [-3.3585, 0.8008, 0.7915], [-4.0081, 0.8243, -1.1997], [-2.8852, -0.0453, -8.9865], [-1.9709, 0.6073, -7.9712], [-2.3824, 0.4204, -6.6466], [-3.1092, -1.0718, -8.6963], [-2.4769, -0.1246, -9.9940], [-3.8503, 0.4604, -8.9570], [-2.0644, 1.6854, -8.1018], [-0.9243, 0.3565, -8.1434], [-1.8130, 0.9242, -6.0604], [5.6700, -1.5891, 2.6103], [4.7044, -1.0972, 1.5589], [4.4130, -2.2358, 0.7775], [6.3882, -2.3394, 2.2798], [5.0381, -2.0155, 3.3895], [6.2115, -0.7856, 3.1094], [5.1238, -0.2791, 0.9733], [3.8336, -0.6620, 2.0493], [3.9790, -1.9434, -0.0273], [-2.6606, 2.8590, 6.0801], [-2.8441, 1.6977, 5.1019], [-3.8685, 0.8336, 5.4934], [-3.5618, 3.3614, 6.4315], [-1.9904, 3.6328, 5.7059], [-2.1877, 2.4330, 6.9649], [-1.8855, 1.1972, 4.9647], [-3.0607, 2.0784, 4.1038], [-3.5715, -0.0413, 5.2325], [-7.0316, -2.6273, -1.7724], [-5.8343, -2.5604, -2.6921], [-4.6606, -2.4357, -1.8823], [-7.9103, -2.4795, -2.4002], [-6.9569, -1.7755, -1.0965], [-7.1810, -3.5948, -1.2931], [-5.9528, -1.8014, -3.4654], [-5.7576, -3.5028, -3.2345], [-4.5973, -1.5440, -1.5324]],
  "orbital_gap_ev": 9.1,
  "relative_energy_kj_mol": 162.4,
  "charge": 0,
  "lumo_energy_ha": -0.0026,
  "e_tot_ev": -84371.100
}